(1)
ORCA calculation (ωB97M-V/def2-TZVPD) on a structure of composition C26H33CdO4.

HOMO level   -3.376 eV
Lowest unoccupied orbital energy   2.0 eV
Charge   -1

Last column: natural (NBO) charge in e.
Positions of all 64 atoms, in Å:
Cd 0.283 -0.535 1.462  1.62
O 1.276 -1.110 4.455  -0.68
O -0.313 -1.994 3.085  -0.87
O -0.677 -0.151 -1.027  -0.57
O -1.303 1.533 -4.670  -0.56
C 3.184 1.288 1.449  -0.30
C 2.513 -0.917 1.143  -0.66
C -0.281 -5.076 7.064  -0.23
C 0.528 0.607 -2.967  -0.44
C -0.329 2.361 1.917  -0.35
C -0.242 1.262 3.944  -0.31
C 3.269 0.628 2.701  -0.31
C 0.592 -4.010 7.365  -0.24
C 2.782 0.345 0.470  -0.36
C 2.942 -0.734 2.524  -0.25
C -1.483 1.492 -6.867  -0.47
C -1.262 0.505 -5.734  -0.07
C -0.216 -0.688 -3.287  -0.43
C -0.379 3.551 -5.798  -0.63
C 0.856 -3.033 6.397  -0.20
C -1.520 2.531 -5.723  0.28
C -1.262 0.639 3.167  -0.37
C -0.545 -4.217 4.815  -0.22
C -0.841 -5.187 5.777  -0.23
C 0.256 -3.105 5.122  -0.05
C -0.412 -1.285 -1.912  -0.07
C -0.142 1.049 -1.681  -0.08
C -1.252 1.256 1.853  -0.57
C 0.434 -1.975 4.135  0.74
C 0.309 2.330 3.183  -0.31
C -2.933 3.081 -5.623  -0.62
H -3.183 3.690 -6.503  0.21
H 1.521 -2.198 6.613  0.24
H -3.040 3.694 -4.721  0.22
H -0.298 -0.012 -5.776  0.19
H 1.055 -3.937 8.356  0.20
H 0.051 0.984 4.955  0.22
H -1.990 1.081 1.067  0.22
H 0.598 3.049 -5.870  0.22
H 0.412 1.334 -3.759  0.24
H -0.403 4.209 -4.917  0.22
H -0.525 -5.820 7.827  0.20
H -3.632 2.233 -5.615  0.21
H 0.525 -1.779 -1.605  0.17
H -0.483 4.184 -6.695  0.21
H 3.563 1.091 3.641  0.20
H 1.085 3.015 3.528  0.20
H -1.008 1.696 -1.870  0.18
H -1.245 -1.997 -1.832  0.19
H 3.439 2.335 1.271  0.19
H -2.077 -0.221 -5.608  0.18
H -1.514 -6.016 5.529  0.20
H 0.538 1.602 -1.011  0.22
H 2.818 0.483 -0.614  0.19
H -2.431 1.359 -7.394  0.21
H -1.994 -0.093 3.519  0.22
H 2.379 -1.889 0.656  0.22
H 0.285 -1.336 -4.010  0.21
H -0.649 1.595 -7.556  0.21
H -0.955 -4.286 3.810  0.23
H 1.583 0.372 -2.847  0.20
H 3.131 -1.545 3.227  0.22
H -0.178 3.105 1.128  0.19
H -1.214 -0.427 -3.663  0.20

(2)
ORCA calculation (ωB97M-V/def2-TZVPD) on a structure of composition C26H33Cl3N6O2S3Zn.

HOMO level   -1.526 eV
Lowest unoccupied orbital energy   4.3 eV
Charge   -2

Last column: natural (NBO) charge in e.
Positions of all 74 atoms, in Å:
Zn 0.458 0.404 0.985  1.58
Cl -2.603 3.326 -0.189  0.02
Cl -1.887 4.771 2.220  -0.02
Cl -1.319 5.906 -0.374  -0.03
S 1.117 -0.181 3.407  -0.44
S 2.862 0.349 1.131  -0.37
S 3.950 -1.115 3.515  -0.33
O 1.008 4.363 0.398  -0.67
O -0.088 2.450 0.918  -0.81
N 0.478 -2.144 0.910  -0.49
N 0.026 -4.288 2.077  -0.67
N 0.396 0.283 -1.350  -0.59
N 0.409 -5.469 4.002  -0.81
N 1.245 -3.312 3.838  -0.80
N -1.590 -0.006 0.611  -0.65
C -4.387 -0.219 3.138  -0.59
C -1.391 4.382 0.548  -0.20
C -1.855 -0.097 -0.728  0.04
C 2.218 1.788 -4.198  -0.23
C -2.769 -0.168 1.241  0.17
C -3.802 -0.368 0.307  -0.37
C 2.306 -0.509 -2.621  -0.02
C -0.760 2.949 -3.803  -0.59
C 0.387 2.814 -2.799  -0.26
C -0.823 0.075 -1.688  0.14
C 3.139 0.795 -4.478  -0.22
C 0.234 -3.156 1.411  0.46
C -3.213 -0.319 -0.957  -0.29
C -2.907 -0.176 2.747  -0.10
C 0.044 3.654 0.625  0.76
C 1.400 -2.826 -2.390  -0.59
C 1.344 0.487 -2.379  0.23
C 2.313 -1.763 -1.776  -0.28
C 2.701 -0.338 2.703  -0.50
C 3.188 -0.338 -3.679  -0.23
C 3.710 -2.313 -1.515  -0.60
C 1.321 1.667 -3.138  -0.04
C -2.296 1.093 3.347  -0.60
C 1.147 4.138 -2.690  -0.60
C 0.570 -4.303 3.276  0.64
C -2.219 -1.425 3.311  -0.60
H 1.252 -2.356 3.446  0.46
H -1.250 1.216 3.074  0.24
H 3.646 -3.129 -0.791  0.21
H 1.147 -5.677 4.654  0.37
H 0.383 -2.446 -2.503  0.21
H 1.358 -3.710 -1.750  0.20
H -1.157 -1.423 3.069  0.24
H 0.141 -6.243 3.417  0.39
H 0.473 4.928 -2.355  0.22
H 1.895 -1.496 -0.807  0.28
H -2.665 -2.331 2.888  0.20
H 1.946 4.067 -1.955  0.24
H -1.444 3.740 -3.487  0.21
H -2.357 1.058 4.440  0.18
H -4.480 -0.190 4.228  0.19
H 3.928 -1.104 -3.880  0.20
H -4.869 -1.134 2.782  0.20
H -0.375 3.205 -4.796  0.18
H 2.204 2.690 -4.800  0.20
H -4.925 0.637 2.725  0.21
H 4.351 -1.544 -1.082  0.23
H 1.767 -3.129 -3.378  0.18
H 1.566 4.436 -3.656  0.17
H 4.182 -2.709 -2.421  0.17
H -3.689 -0.418 -1.923  0.19
H -2.833 1.976 2.994  0.21
H -0.047 2.601 -1.821  0.24
H -1.331 2.023 -3.894  0.20
H 1.570 -3.356 4.787  0.40
H -1.107 0.021 -2.745  0.16
H -4.847 -0.516 0.530  0.20
H 3.831 0.911 -5.305  0.19
H -2.323 -1.460 4.402  0.19

(3)
ORCA calculation (ωB97M-V/def2-TZVPD) on a cluster of 2 separate species, C26H33F16N2O8P2S in total.

HOMO level   -10.610 eV
Lowest unoccupied orbital energy   -3.0 eV
Charge   +1

Last column: Mulliken charge in e.
Positions of all 88 atoms, in Å:
S -4.329 5.813 1.473  -0.34
P -5.282 4.391 0.563  0.53
P -5.452 -1.756 0.774  0.73
F 5.263 0.390 -4.566  -0.28
F 4.762 -3.109 -4.434  -0.21
F 4.360 -0.769 0.744  -0.26
F 1.835 0.147 -0.117  -0.29
F 7.122 -3.618 -4.230  -0.27
F 2.920 -0.153 -2.125  -0.14
F 3.372 2.120 0.625  -0.29
F 6.143 -5.252 -6.132  -0.26
F 5.259 -0.848 -6.344  -0.28
F 3.260 -1.581 -4.750  -0.29
F 5.764 1.648 1.985  -0.25
F 8.712 -3.979 -5.637  -0.30
F 7.052 1.517 0.106  -0.23
F 5.447 -3.288 -6.757  -0.19
F 5.502 -0.259 -1.053  -0.23
F 4.438 2.225 -1.297  -0.28
O -4.961 -1.690 2.176  -0.53
O -5.167 4.626 -1.075  -0.49
O 7.695 -2.032 -5.690  -0.40
O -5.559 -3.349 0.319  -0.52
O -0.720 1.641 3.776  -0.45
O -6.868 4.388 0.990  -0.49
O -6.989 -1.147 0.712  -0.51
O 0.389 1.281 -1.918  -0.27
N -3.051 2.653 0.575  0.06
N -2.039 0.704 5.368  -0.38
C 6.552 -4.028 -6.540  0.24
C 5.508 -0.881 -5.015  0.86
C -2.451 -2.559 7.325  -0.51
C -1.354 -3.146 5.134  -0.79
C 6.137 0.875 0.921  -0.01
C 3.875 1.337 -0.399  0.43
C -1.710 0.991 3.957  -0.03
C -2.593 0.457 2.773  -0.23
C -1.874 0.558 1.378  -1.39
C 4.517 -1.794 -4.282  0.42
C -4.478 2.778 1.012  -0.22
C -5.277 1.396 0.773  -1.00
C -1.863 1.036 -1.096  -1.07
C -0.601 1.980 -1.166  -0.60
C 4.938 0.294 0.093  0.73
C 2.617 0.725 -1.122  0.92
C 7.502 -3.403 -5.506  0.75
C -2.467 -1.149 6.956  -0.42
C -1.387 -1.729 4.801  -0.12
C -4.354 -0.870 -0.442  -1.05
C -1.916 -3.549 6.408  -0.37
C -2.720 1.207 0.227  0.21
C 7.011 -1.135 -4.814  -0.84
C 1.689 1.843 -1.769  -1.13
C -1.945 -0.715 5.661  0.66
C -4.158 0.656 -0.107  -0.27
H -3.562 1.019 2.841  0.13
H -3.039 0.951 5.426  0.37
H -2.343 3.075 1.196  0.64
H -3.405 -1.439 -0.610  0.57
H -6.923 4.970 1.774  0.38
H -5.030 5.593 -1.155  0.36
H 2.094 2.022 -2.796  0.37
H -4.902 -0.917 -1.425  0.36
H 4.513 -1.572 -3.212  0.01
H -2.468 1.250 -2.019  0.44
H -2.891 -0.458 7.714  0.35
H 7.065 -4.137 -7.500  0.22
H -0.903 1.127 1.418  0.54
H -5.395 0.841 1.738  0.53
H -0.229 2.336 -0.172  0.53
H -2.874 -0.622 2.916  0.55
H -4.677 -3.605 -0.012  0.35
H -4.359 1.139 -1.110  0.61
H 7.491 -0.175 -5.018  0.43
H 6.693 -0.007 1.344  0.31
H -1.902 -4.644 6.620  0.33
H 7.251 -1.349 -3.769  0.38
H -1.586 -0.482 1.068  0.44
H -6.216 1.645 0.235  0.50
H -7.556 -1.803 1.170  0.36
H -0.974 -1.458 3.797  0.26
H -1.562 -0.040 -1.174  0.40
H -2.862 -2.922 8.286  0.36
H 1.724 2.806 -1.209  0.46
H -0.897 2.879 -1.786  0.31
H -0.911 -3.858 4.406  0.35
H -2.935 3.117 -0.339  0.63
H -4.503 2.826 2.136  0.13

(4)
ORCA calculation (ωB97M-V/def2-TZVPD) on the molecule C26H33FN4O.

HOMO level   -8.223 eV
SMILES string   Cc1nn(-c2ccc(F)cc2)c(C)c1CN1CCN(CCc2ccccc2)[C@H](CCO)C1
Lowest unoccupied orbital energy   0.5 eV
Relative energy (zero: lowest compared OMol25 entry of this formula, charge and spin)   0.0 kcal/mol
Charge   0

Last column: natural (NBO) charge in e.
Positions of all 65 atoms, in Å:
F 2.090 1.770 -7.882  -0.33
O 0.949 -2.127 -1.414  -0.73
N -0.559 0.856 1.350  -0.44
N 0.492 2.290 -2.648  -0.21
N -1.373 -1.653 2.433  -0.47
N -0.614 3.012 -2.399  -0.29
C -1.139 -1.510 1.001  -0.03
C 2.316 1.046 -1.442  -0.67
C 1.856 0.811 -5.743  -0.27
C 0.347 -2.630 4.722  -0.21
C 0.331 1.954 0.992  -0.23
C -1.555 -3.263 6.024  -0.17
C -1.953 3.650 -0.442  -0.65
C 0.912 2.130 -3.971  0.21
C 1.693 1.887 -6.596  0.38
C -1.755 -0.386 3.029  -0.22
C -0.800 2.982 -1.097  0.18
C 0.734 3.193 -4.855  -0.21
C -0.598 -2.813 0.393  -0.44
C -0.892 -3.252 4.804  -0.03
C 1.455 0.931 -4.425  -0.24
C -0.991 -2.670 7.140  -0.23
C 0.911 -2.031 5.834  -0.20
C 1.124 3.076 -6.173  -0.27
C 0.230 2.243 -0.467  -0.15
C -0.117 -0.395 0.778  -0.23
C -2.283 -2.723 2.816  -0.20
C 0.243 -2.050 7.047  -0.23
C -0.293 -2.723 -1.107  -0.06
C 1.042 1.809 -1.496  0.19
C -1.529 -3.831 3.576  -0.42
C -0.701 0.683 2.777  -0.21
H 0.249 0.375 3.252  0.17
H 2.135 -0.024 -1.549  0.24
H -0.324 -3.735 -1.538  0.17
H -2.791 -3.152 1.945  0.19
H 0.312 -3.094 0.929  0.20
H -3.062 -2.329 3.477  0.20
H 1.537 0.084 -3.765  0.23
H 1.378 1.730 1.268  0.17
H -1.044 -2.113 -1.614  0.18
H 0.864 -2.609 3.774  0.22
H 1.875 -1.548 5.757  0.21
H 2.995 1.369 -2.229  0.23
H -1.517 -2.689 8.083  0.21
H 2.792 1.211 -0.477  0.23
H 0.848 -0.709 1.221  0.16
H 0.683 -1.584 7.916  0.21
H 0.010 2.833 1.558  0.21
H 0.020 -0.252 -0.292  0.23
H -2.629 4.036 -1.199  0.23
H -1.026 1.625 3.227  0.20
H -1.325 -3.612 0.530  0.21
H -2.237 -4.617 3.846  0.21
H -2.074 -1.233 0.476  0.17
H 0.996 3.888 -6.870  0.23
H -0.765 -4.257 2.926  0.21
H 1.640 -2.615 -0.952  0.47
H 2.280 -0.108 -6.114  0.23
H 0.277 4.098 -4.488  0.24
H -2.476 2.938 0.193  0.23
H -2.521 -3.742 6.101  0.20
H -1.609 4.475 0.181  0.22
H -2.718 -0.026 2.622  0.17
H -1.860 -0.536 4.106  0.21

Number 1: total energy -40249.534 eV. Number 2: total energy -159030.754 eV. Number 3: total energy -119745.248 eV. Number 4: total energy -38222.967 eV.